(1)
This record from the OMol25 dataset describes a structure of composition C17H40N2NbO3S2 at a distorted geometry. The level of theory is ωB97M-V/def2-TZVPD.

Each line ends with the Löwdin charge.
Atoms and positions in Å:
C (-0.19904, -5.88843, -1.90408)  -0.1452
C (-1.36360, -4.99968, -2.18578)  -0.3698
Nb (-1.74974, -3.22989, -0.78373)  1.1557
C (-0.66814, -4.33278, 0.88843)  -0.5113
N (-1.43802, -5.58823, 1.34195)  -0.1555
C (0.09854, -2.08774, -1.46129)  -0.4579
C (1.51321, -2.57549, -0.79414)  -0.3509
C (2.75082, -1.50633, -1.14443)  -0.4590
S (2.40778, 0.23723, -0.48035)  0.7705
C (2.65122, 0.26640, 1.41465)  -0.9358
S (3.71036, 1.43323, 2.10303)  0.5604
N (1.89533, -0.79362, 2.18143)  -0.2510
C (2.75620, -1.54525, 3.16868)  -0.2661
C (2.19088, -3.08955, 3.27296)  -0.1098
C (0.60014, -0.29351, 2.77470)  -0.2310
C (0.75827, 0.73838, 4.03810)  -0.1361
H (-0.41136, -6.96610, -1.46426)  0.0528
H (0.90419, -5.57907, -2.14696)  0.0500
H (-2.09404, -5.22449, -3.10174)  0.0320
H (-2.17552, -1.84298, 0.30951)  -0.1594
H (-3.29603, -4.03354, -0.25898)  -0.1669
H (-2.71862, -2.43547, -2.11935)  -0.1773
H (0.41685, -4.73506, 0.59619)  0.0435
H (-0.60794, -3.60165, 1.81871)  0.0197
H (-2.45560, -5.50400, 1.11677)  -0.0078
H (-1.01627, -6.35257, 0.76761)  0.0147
H (-0.12271, -0.93252, -1.27151)  0.0009
H (0.23045, -2.17472, -2.64444)  0.0463
H (1.75828, -3.64539, -1.25614)  0.0865
H (1.51131, -2.67329, 0.37141)  0.0521
H (2.85312, -1.41079, -2.30858)  0.0841
H (3.78730, -1.88162, -0.68976)  0.0848
H (3.83740, -1.63438, 2.66961)  0.1247
H (2.92171, -1.01410, 4.19770)  0.1069
H (1.04794, -3.17771, 3.50709)  0.0669
H (2.46251, -3.60104, 2.22904)  0.0808
H (2.87478, -3.65558, 4.07025)  0.0823
H (0.05432, 0.32235, 1.91035)  0.1242
H (-0.14778, -1.18779, 3.02403)  0.1265
H (0.08516, 1.71724, 3.93660)  0.0860
H (0.31217, 0.16844, 4.98780)  0.0777
H (1.87401, 0.97141, 4.30399)  0.0389
C (-3.04500, 4.97803, -3.66146)  -0.1192
O (-1.82456, 5.22520, -2.99335)  -0.2019
C (-1.90212, 6.26114, -2.01048)  -0.1824
C (-1.36264, 5.81102, -0.64621)  -0.1750
O (-2.07163, 4.74928, 0.00081)  -0.1267
C (-2.03058, 3.45704, -0.61762)  -0.1605
C (-0.64945, 2.79206, -0.70726)  -0.1830
O (0.21342, 3.49397, -1.59342)  -0.2042
C (1.51274, 3.72431, -1.06866)  -0.1203
H (-3.12867, 5.63658, -4.52693)  0.0812
H (-3.03848, 3.94075, -4.00340)  0.0905
H (-3.91187, 5.10980, -3.00081)  0.0881
H (-2.92866, 6.62741, -1.89599)  0.1163
H (-1.28789, 7.09314, -2.37198)  0.1204
H (-1.43728, 6.66816, 0.03101)  0.1225
H (-0.29897, 5.58138, -0.69636)  0.1025
H (-2.52343, 3.48583, -1.58614)  0.1015
H (-2.66142, 2.81656, 0.01086)  0.1300
H (-0.77059, 1.78010, -1.10761)  0.1222
H (-0.22383, 2.71307, 0.29531)  0.1140
H (1.49379, 3.91159, 0.01078)  0.0869
H (1.92289, 4.61351, -1.55572)  0.0849
H (2.15437, 2.86972, -1.29043)  0.0337

Atoms 1-6, force components in eV/Å:
-3.088 0.884 -0.763
3.391 -0.847 -1.974
1.955 -2.247 -0.799
0.817 -0.434 1.383
0.411 -0.012 -0.764
1.428 1.648 -0.742

E: -1859.71057 a.u.
Strongest force on any atom: 0.07806 Eh/bohr
Gap between HOMO and LUMO: 5.47 eV
Net charge: -1
LUMO level: 1.6 eV


(2)
This record from the OMol25 dataset describes a structure of composition C17H40O15V2 at a distorted geometry. The level of theory is ωB97M-V/def2-TZVPD.

Each line ends with the Löwdin charge.
Atoms and positions in Å:
O (2.07103, -4.06105, -3.22083)  -0.3778
V (1.03239, -3.62323, -2.09901)  1.0688
O (1.80037, -2.85381, -0.91956)  -0.3356
O (-1.06875, 0.10531, -2.07743)  -0.3579
V (-1.26380, -0.63567, -0.67070)  0.9643
O (0.21391, -0.75566, -0.03856)  -0.3763
C (-1.63765, -3.34828, -2.37472)  -0.8732
O (-0.95886, -2.73795, -1.41717)  -0.2010
O (-2.81687, -3.63295, -2.27336)  0.0628
O (-0.84496, -3.75747, -3.33029)  -0.1477
C (-3.79104, -1.46293, 0.25569)  -0.8279
O (-4.68188, -2.35613, 0.24006)  -0.0786
O (-3.58324, -0.79250, -0.86673)  -0.1998
O (-2.58724, -1.72544, 0.74772)  -0.2082
C (2.05096, 0.58580, -2.24393)  -0.0490
C (1.58089, -0.01266, -3.54535)  -0.4524
C (2.64834, -0.06658, -4.62358)  -0.0619
O (1.22591, -1.38551, -3.29463)  -0.1043
H (2.64398, 1.48802, -2.42353)  0.0790
H (2.68826, -0.14909, -1.74638)  0.0671
H (1.26094, 0.80228, -1.52663)  0.0521
H (0.64157, 0.45644, -3.84898)  0.1288
H (3.09304, 0.90042, -4.88728)  0.0672
H (2.26201, -0.50164, -5.54857)  0.0717
H (3.48595, -0.69781, -4.31861)  0.0826
H (0.60993, -1.67100, -3.98099)  0.0938
C (-3.85599, 2.02720, -2.46357)  -0.0484
C (-3.62896, 3.44827, -2.01779)  -0.4489
C (-4.84372, 4.06932, -1.32427)  -0.0667
O (-2.57191, 3.54025, -1.04059)  -0.0762
H (-2.94806, 1.63633, -2.93029)  0.0734
H (-4.56462, 2.02361, -3.29877)  0.0830
H (-4.20465, 1.29837, -1.72655)  0.0743
H (-3.32290, 4.04951, -2.88069)  0.1287
H (-5.16486, 3.56469, -0.41333)  0.0856
H (-5.74413, 4.04037, -1.94732)  0.0739
H (-4.60090, 5.11474, -1.10584)  0.0646
H (-2.44760, 4.44079, -0.73384)  0.0894
C (-0.83049, 0.83274, 2.44624)  -0.0660
C (-1.09348, 1.96090, 1.46805)  -0.4495
C (0.13066, 2.83407, 1.21089)  -0.0381
O (-1.50838, 1.39457, 0.23254)  -0.1155
H (-0.60147, 1.23278, 3.44017)  0.0803
H (0.03819, 0.20586, 2.23094)  0.0551
H (-1.69247, 0.16197, 2.41232)  0.0799
H (-1.89927, 2.55876, 1.91473)  0.1381
H (0.95729, 2.17406, 0.94077)  0.0626
H (0.45223, 3.30355, 2.15009)  0.0730
H (-0.05964, 3.61982, 0.48125)  0.0683
H (-1.94155, 2.10793, -0.27108)  0.0624
C (3.80304, -0.48574, 0.76621)  -0.0505
C (3.73361, 0.84067, 1.52249)  -0.4734
C (3.26569, 0.69059, 2.96078)  -0.0519
O (5.00892, 1.51126, 1.45147)  -0.0712
H (4.47044, -0.40823, -0.09046)  0.0783
H (2.78959, -0.65696, 0.39803)  0.0483
H (4.12891, -1.29041, 1.42649)  0.0810
H (3.03548, 1.44727, 0.93492)  0.1146
H (2.76179, 1.61459, 3.26362)  0.0686
H (4.08323, 0.53308, 3.66736)  0.0763
H (2.56516, -0.13410, 3.09982)  0.0591
H (4.85357, 2.41329, 1.74687)  0.0726
C (0.90175, -3.06488, 2.28503)  -0.0479
C (0.60513, -3.27545, 3.76383)  -0.4958
C (-0.04216, -2.06029, 4.40580)  -0.0558
O (-0.27199, -4.39888, 3.93974)  -0.0575
H (1.44074, -2.13201, 2.11403)  0.0559
H (-0.06460, -3.01343, 1.77913)  0.0938
H (1.50565, -3.89067, 1.90390)  0.0728
H (1.52415, -3.49267, 4.33119)  0.1228
H (-0.32876, -2.31452, 5.42766)  0.0723
H (-0.87759, -1.69757, 3.80877)  0.0797
H (0.72740, -1.28599, 4.47628)  0.0646
H (0.25234, -5.20036, 3.87631)  0.0731

Atoms 1-6, force components in eV/Å:
-0.065 -0.484 0.677
-1.993 3.609 -0.495
-0.185 -1.689 -0.960
-0.280 -0.007 -0.032
-1.301 -2.288 0.269
-0.716 0.527 0.322

E: -3688.42529 a.u.
Strongest force on any atom: 0.15235 Eh/bohr
Gap between HOMO and LUMO: 4.82 eV
Net charge: -2
LUMO level: 4.0 eV


(3)
This record from the OMol25 dataset describes a cluster of 4 separate species, C17H41BO7 in total at a distorted geometry. The level of theory is ωB97M-V/def2-TZVPD.

Each line ends with the Löwdin charge.
Atoms and positions in Å:
C (4.50754, -2.08947, 0.15675)  -0.1113
C (3.90746, -0.69362, 0.57826)  -0.2348
C (3.93975, 0.18853, -0.68408)  -0.2349
C (4.26363, 1.65528, -0.41738)  -0.2093
C (3.27106, 2.38708, 0.52683)  -0.1962
C (1.75797, 2.13932, 0.23215)  -0.1848
C (1.01329, 3.50469, 0.12914)  -0.1981
C (-0.28358, 3.48076, -0.73623)  -0.1890
C (-1.61005, 3.68372, 0.05700)  -0.1872
C (-2.78451, 3.04454, -0.75730)  -0.1834
C (-3.92572, 2.44133, 0.14670)  -0.1430
C (-4.17900, 0.96402, -0.18172)  -0.1395
O (-4.30980, 0.16637, 1.04734)  0.0240
C (-5.05835, -0.91639, 0.69276)  -0.6206
O (-6.02960, -1.17295, 1.23742)  0.2483
O (-4.61058, -1.72336, -0.32762)  0.1860
B (-3.71640, -2.74841, 0.04783)  -0.5834
C (-2.71431, -3.25013, -1.07562)  0.0302
O (-3.70616, -3.33805, 1.29210)  0.1721
H (5.52687, -1.89385, -0.18090)  0.0644
H (4.52522, -2.80091, 0.98675)  0.0587
H (3.86896, -2.51527, -0.62125)  0.0678
H (4.49849, -0.31554, 1.41910)  0.1040
H (2.89244, -0.86650, 0.94503)  0.0880
H (4.74589, -0.20145, -1.31548)  0.1020
H (2.99559, 0.06560, -1.23258)  0.0764
H (5.25489, 1.73101, 0.04807)  0.1062
H (4.34231, 2.22616, -1.34951)  0.1060
H (3.49415, 2.16539, 1.57406)  0.1028
H (3.46506, 3.45821, 0.40584)  0.0915
H (1.34094, 1.63610, 1.11201)  0.1003
H (1.57031, 1.48968, -0.62512)  0.0891
H (1.68610, 4.23248, -0.33141)  0.0941
H (0.82682, 3.82390, 1.15837)  0.1090
H (-0.22245, 4.33898, -1.40844)  0.1056
H (-0.31549, 2.53745, -1.28347)  0.0908
H (-1.55749, 3.26908, 1.06694)  0.0996
H (-1.86851, 4.74261, 0.11402)  0.1062
H (-3.27336, 3.80903, -1.36406)  0.1047
H (-2.41078, 2.26021, -1.41730)  0.0873
H (-4.83770, 3.00062, -0.06818)  0.1060
H (-3.72136, 2.59359, 1.20826)  0.1105
H (-5.12215, 0.91664, -0.73516)  0.1378
H (-3.39314, 0.51919, -0.79496)  0.1201
H (-1.84413, -3.67546, -0.57078)  0.0527
H (-3.22348, -4.03554, -1.64400)  0.0753
H (-2.39073, -2.43977, -1.72862)  0.0598
H (-3.54584, -2.68632, 1.99231)  0.0908
C (1.31007, -1.10662, -4.32522)  -0.1501
O (1.61382, -0.63266, -3.01695)  -0.1364
H (2.20473, -1.01530, -4.93588)  0.0796
H (1.00607, -2.15582, -4.28813)  0.0758
H (0.50958, -0.50959, -4.76988)  0.0751
H (0.81362, -0.71983, -2.48723)  0.0708
C (-1.39838, -0.98977, 3.44905)  -0.1378
O (-0.75568, -0.25909, 2.41246)  -0.1192
H (-0.63906, -1.50544, 4.03281)  0.0847
H (-1.95293, -0.31372, 4.10325)  0.0866
H (-2.08193, -1.72605, 3.01623)  0.0569
H (-1.44386, 0.18959, 1.90692)  0.0625
C (1.40881, -4.35371, 1.06827)  -0.1519
O (1.55416, -3.13559, 1.78379)  -0.1269
H (2.38904, -4.66110, 0.71125)  0.0737
H (1.00168, -5.13273, 1.71873)  0.0775
H (0.74386, -4.20541, 0.21218)  0.0683
H (0.67635, -2.87572, 2.08445)  0.0581

Atoms 1-6, force components in eV/Å:
-0.671 0.913 0.847
0.333 -1.398 -0.535
0.199 0.171 0.436
-0.375 0.349 0.543
-0.110 -0.196 -0.625
0.135 0.837 0.920

E: -1223.86264 a.u.
SMILES string: CCCCCCCCCCCCOC(=O)OB(C)O.CO.CO.CO
Strongest force on any atom: 0.09785 Eh/bohr
Gap between HOMO and LUMO: 10.37 eV
LUMO level: 0.2 eV


Q: Look up the gap between HOMO and LUMO of the second one.
A: 4.82 eV